No. 1
A 2-piece molecular cluster, C2H8NO overall, computed with wB97M-V/def2-TZVPD.

The geometry in ORCA input format:
```
! RIJCOSX wB97M-V def2-TZVPD def2/J DEFGRID3
* xyz 1 1
N -2.10571 0.81948 -1.17608
H -1.62390 1.04992 -2.04483
H -1.33365 0.25812 -0.68626
H -3.01592 0.47543 -1.47631
H -2.21746 1.69233 -0.65976
O -0.09566 -0.36745 -0.06292
C 1.08656 -0.63180 0.11504
C 1.73915 -0.58317 1.43001
H 1.67587 -0.99506 -0.73812
H 2.18553 -1.55060 1.65775
H 2.59027 0.09237 1.37743
H 1.11491 -0.25957 2.26406
*
```

Its molecular weight is 62.092 g mol⁻¹. The calculation puts the HOMO-LUMO gap at 11.308 eV. The value obtained for the energy above the lowest of the compared OMol25 structures with the same formula, charge and spin is 7.7 kcal/mol. The HOMO energy is -14.89 eV. Its LUMO energy is -3.585 eV.


No. 2
A 2-piece molecular cluster, C2H8NO2 overall, computed with wB97M-V/def2-TZVPD.

The geometry in ORCA input format:
```
! RIJCOSX wB97M-V def2-TZVPD def2/J DEFGRID3
* xyz -1 1
C -2.79290 -0.15453 -0.55240
O -1.56473 0.37725 -0.13484
H -3.02754 -1.05909 0.00906
H -2.81636 -0.43540 -1.61472
H -3.56631 0.60062 -0.38927
N 2.55256 0.65976 -0.02174
C 1.32749 0.16328 0.70921
O 0.67237 -0.85361 0.10054
H 2.35504 0.70378 -1.01439
H 3.22796 -0.07399 0.10928
H 0.68155 1.06462 0.69467
H 1.68913 -0.09378 1.72289
H -0.90298 -0.37303 0.00121
*
```

Its molecular weight is 78.091 g mol⁻¹. The calculation puts the HOMO-LUMO gap at 7.086 eV. The value obtained for the energy above the lowest of the compared OMol25 structures with the same formula, charge and spin is 15.7 kcal/mol. The HOMO energy is -2.91 eV. Its LUMO energy is 4.178 eV.